Record 1
The following is a quantum chemistry calculation of C29H55As3CaClN6O4PS as an isolated structure in a non-equilibrium geometry, from the Open Molecules 2025 dataset.

HOMO: -7.696 eV
Strongest force on any atom: 5.0 eV/Å
DFT total energy: -281697.7021 eV
Gap between HOMO and LUMO: 7.8 eV

XYZ file:
```
101
C29H55As3CaClN6O4PS (ωB97M-V/def2-TZVPD)
Ca -0.719 -0.530 -0.498
C -1.552 2.896 -6.801
C -1.885 2.269 -5.477
C -3.161 1.767 -5.232
C -3.469 1.173 -4.021
C -2.512 1.102 -3.019
C -1.249 1.630 -3.234
C -0.940 2.195 -4.461
S -2.974 0.260 -1.495
O -2.225 0.929 -0.398
O -4.399 0.458 -1.362
N -2.513 -1.241 -1.499
C -2.212 -1.786 -2.804
C -0.803 -1.381 -3.260
O -0.428 -1.645 -4.404
O -0.068 -0.808 -2.375
H -2.413 3.434 -7.195
H -1.277 2.127 -7.525
H -0.711 3.581 -6.701
H -3.915 1.825 -6.007
H -4.458 0.780 -3.822
H -0.498 1.594 -2.462
H 0.060 2.571 -4.631
H -2.929 -1.486 -3.575
H -2.232 -2.878 -2.745
C -3.962 -1.669 1.339
As -2.043 -1.563 1.627
C -1.827 -3.463 2.126
C -2.174 -0.812 3.482
C -1.085 0.201 3.897
C -1.292 1.471 3.055
C 0.338 -0.372 3.678
As 1.785 0.841 3.076
C 3.212 -0.492 3.304
C 2.136 1.710 4.843
C -1.255 0.603 5.370
As -1.132 -0.671 6.906
C -3.044 -1.141 6.969
C -0.459 -2.412 6.242
H -4.468 -1.981 2.255
H -4.166 -2.387 0.548
H -4.336 -0.700 1.014
H -2.589 -3.762 2.847
H -0.833 -3.651 2.533
H -1.943 -4.059 1.220
H -2.184 -1.655 4.173
H -3.151 -0.322 3.538
H -1.200 1.228 1.997
H -0.545 2.225 3.315
H -2.282 1.897 3.237
H 0.317 -1.160 2.919
H 0.693 -0.825 4.605
H 3.203 -0.891 4.320
H 4.181 -0.029 3.116
H 3.060 -1.291 2.581
H 1.922 1.025 5.665
H 1.540 2.615 4.966
H 3.187 1.997 4.891
H -2.230 1.083 5.505
H -0.511 1.375 5.582
H -3.619 -0.240 7.183
H -3.231 -1.857 7.768
H -3.401 -1.561 6.030
H 0.629 -2.428 6.294
H -0.762 -2.672 5.230
H -0.837 -3.170 6.930
Cl 1.289 -1.930 0.207
C -1.678 4.010 -0.040
N -0.277 3.667 0.166
C 0.580 4.616 0.855
C 0.173 2.462 -0.076
N 0.650 1.430 -0.298
H -1.784 4.722 -0.862
H -2.080 4.451 0.874
H -2.242 3.110 -0.268
H 0.729 5.506 0.239
H 1.546 4.159 1.065
H 0.121 4.918 1.800
C 4.503 -2.536 -4.116
N 3.599 -2.684 -2.915
C 4.165 -1.869 -1.749
N 4.366 -0.527 -2.153
C 5.245 -0.452 -3.299
N 4.720 -1.174 -4.453
C 3.499 -0.531 -4.959
P 2.028 -0.441 -3.756
C 2.206 -2.242 -3.234
C 3.097 0.187 -2.336
H 4.032 -3.053 -4.955
H 5.457 -3.013 -3.874
H 3.561 -3.662 -2.626
H 5.113 -2.330 -1.460
H 3.435 -1.920 -0.937
H 6.218 -0.882 -3.039
H 5.389 0.592 -3.575
H 3.180 -1.056 -5.864
H 3.757 0.490 -5.252
H 1.797 -2.869 -4.028
H 1.614 -2.366 -2.329
H 2.518 0.103 -1.416
H 3.314 1.243 -2.511
```

---

Record 2
The following is a quantum chemistry calculation of an isolated ion of composition C3H6NO3S and charge -1 in a non-equilibrium geometry, from the Open Molecules 2025 dataset.

HOMO: -4.997 eV
Net charge: -1
Strongest force on any atom: 3.9 eV/Å
DFT total energy: -21676.9236 eV
Gap between HOMO and LUMO: 8.9 eV

XYZ file:
```
14
C3H6NO3S (ωB97M-V/def2-TZVPD)
H 2.907 -1.329 0.463
N 2.084 -0.892 0.918
C 1.385 -0.234 0.084
C 0.187 0.443 0.529
C -1.048 0.072 -0.299
S 0.125 2.292 0.309
O 0.084 2.506 -1.162
O -1.154 2.718 0.941
O 1.331 2.825 0.924
H 1.600 -0.272 -0.958
H -0.198 0.356 1.490
H -0.912 0.158 -1.392
H -1.599 -0.818 0.185
H -1.741 0.983 -0.219
```